Entry 1:
DFT (the ωB97M-V functional and the def2-TZVPD basis) results for C4H12N2S2 in the gas phase at a distorted geometry.

Properties
Relative energy (zero: lowest compared OMol25 entry of this formula, charge and spin) ... 0.1174 eV
SMILES string ... NCCSSCCN

The geometry in XYZ format:
```
20
Properties=species:S:1:pos:R:3:nbo_charge:R:1
N -2.457 1.768 -0.634 -0.8277
C -2.148 1.198 0.695 -0.2283
C -2.138 -0.382 0.845 -0.5528
S -1.193 -1.262 -0.444 0.0722
S 0.770 -1.076 0.191 0.0946
C 1.293 0.483 -0.609 -0.5353
C 2.829 0.510 -0.544 -0.2244
N 3.318 0.712 0.785 -0.8526
H -3.367 1.429 -0.990 0.3518
H -1.741 1.438 -1.277 0.3585
H -1.132 1.526 0.939 0.1861
H -2.786 1.643 1.438 0.1959
H -1.810 -0.747 1.810 0.2288
H -3.141 -0.773 0.688 0.2110
H 0.975 0.528 -1.642 0.2203
H 0.935 1.377 -0.147 0.2009
H 3.203 1.260 -1.303 0.1652
H 3.185 -0.459 -0.938 0.1985
H 3.166 1.608 1.186 0.3656
H 4.251 0.360 0.907 0.3719
```

Entry 2:
DFT (the ωB97M-V functional and the def2-TZVPD basis) results for a molecular structure, C16H25Cl2O4P2Pd at a distorted geometry.

Properties
2S+1 ... 5
Relative energy (zero: lowest compared OMol25 entry of this formula, charge and spin) ... 0.5151 eV
Net charge ... +3

The geometry in XYZ format:
```
50
Properties=species:S:1:pos:R:3:mulliken_spin:R:1
C 0.803 -0.366 -4.680 0.1733
C 1.479 -0.309 -3.335 0.0768
H 1.548 -0.341 -5.489 0.0140
H 0.120 0.494 -4.777 -0.0018
H 0.205 -1.292 -4.747 -0.0009
O 2.672 -0.318 -3.143 0.6213
Cl -2.292 -0.306 -1.911 0.3037
Pd 0.136 -0.226 -1.742 0.9982
P 0.060 2.100 -1.254 0.2139
C 1.264 2.829 -0.103 0.0169
C 0.415 2.958 -2.813 0.0475
H 0.537 4.028 -2.597 0.0158
H -1.564 3.824 -0.874 0.0083
H -0.430 2.792 -3.494 -0.0006
H -2.330 2.188 -1.076 -0.0015
H 2.285 2.636 -0.448 -0.0003
H 1.338 2.551 -3.251 0.0054
C -1.509 2.757 -0.625 0.0240
H 1.081 3.909 -0.055 0.0127
H -1.532 2.607 0.462 0.0024
H 1.129 2.382 0.890 0.0004
P 0.148 -2.469 -0.972 0.1953
C 1.469 -3.065 0.122 0.0198
C -1.346 -3.022 -0.111 0.0179
H -0.507 -3.297 -3.111 -0.0020
H 0.415 -4.530 -2.164 0.0157
H 1.282 -3.174 -2.972 0.0061
C 0.358 -3.475 -2.461 0.0448
H -2.217 -2.568 -0.596 -0.0020
H -1.380 -4.119 -0.148 0.0080
H 1.273 -4.119 0.360 0.0125
H 1.460 -2.459 1.036 0.0001
H -1.298 -2.670 0.928 0.0031
H 2.442 -2.965 -0.372 0.0002
C 1.755 -0.145 -0.463 0.0454
O 2.897 -0.038 -0.353 -0.0173
Cl -1.861 1.334 7.388 0.2579
C -1.385 0.933 5.791 0.2402
C -0.242 0.141 5.578 0.1454
C 0.166 -0.148 4.268 -0.0247
C -0.583 0.304 3.180 0.1803
C -1.758 1.030 3.405 -0.0147
C -2.151 1.378 4.699 0.1114
C -0.207 0.029 1.738 0.0467
O 1.021 -0.238 1.431 0.0935
O -1.142 0.112 0.904 0.0949
H 0.320 -0.234 6.433 0.0000
H 1.069 -0.726 4.084 -0.0017
H -2.372 1.330 2.562 -0.0059
H -3.042 1.976 4.876 -0.0003
```

Entry 3:
DFT (the ωB97M-V functional and the def2-TZVPD basis) results for 2 unconnected molecules or ions with the total composition C5H7NO at a distorted geometry.

Properties
Relative energy (zero: lowest compared OMol25 entry of this formula, charge and spin) ... 3.7697 eV
SMILES string ... O=C1C=N[C@@H]2C[C@H]12.[H][H]

The geometry in XYZ format:
```
14
Properties=species:S:1:pos:R:3:nbo_charge:R:1
O 2.248 -0.047 -1.137 -0.4986
C 1.178 0.070 -0.605 0.5334
C 0.511 1.361 -0.134 -0.0605
N -0.632 1.197 0.406 -0.2975
C -0.967 -0.192 0.305 -0.1184
C -0.053 -0.825 1.329 -0.3566
C 0.213 -0.996 -0.153 -0.3670
H 1.000 2.323 -0.134 0.2129
H -1.997 -0.536 0.267 0.2475
H -0.582 -1.562 1.900 0.2272
H 0.674 -0.234 1.884 0.2267
H 0.224 -1.982 -0.609 0.2614
H -0.662 0.994 -1.699 0.0030
H -1.154 0.429 -1.620 -0.0134
```

- relative energy (zero: lowest compared OMol25 entry of this formula, charge and spin) of number 3 (C5H7NO)?
  3.7697 eV